# 1
13 unconnected molecules or ions with the total composition H24N3O22S4 at a distorted geometry, computed with wB97M-V/def2-TZVPD.

The geometry in XYZ format:
```
53
Properties=species:S:1:pos:R:3:mulliken_charge:R:1
O 2.44 -22.87 16.24 -0.75
H 2.86 -18.77 17.76 0.40
H 3.48 -17.20 17.67 -0.11
O 0.52 -20.53 20.14 -0.58
H 6.50 -19.22 19.33 0.47
H 1.15 -17.35 16.29 0.33
O 5.20 -17.02 20.71 -0.68
O 4.80 -14.25 15.39 -0.86
O 6.17 -18.82 21.98 -0.88
O 6.39 -17.86 16.42 -0.72
O 5.98 -15.33 17.18 -0.82
O 1.22 -15.26 21.33 -0.81
N -1.05 -17.85 17.91 -0.05
O 0.20 -21.66 15.52 -0.90
H 1.51 -15.41 18.80 0.09
O 3.97 -14.08 17.62 -0.92
H 1.78 -13.87 19.47 0.43
H 0.84 -14.12 18.15 0.32
O 3.64 -17.16 13.74 -0.70
H 1.50 -22.65 16.11 0.46
O 3.77 -18.67 21.84 -0.65
H 4.03 -18.29 18.86 0.19
O -1.48 -21.02 17.02 -0.83
H 8.04 -19.10 19.41 0.24
H 3.86 -17.05 14.68 0.39
N 3.20 -17.98 18.30 0.35
O 0.45 -19.61 16.74 -0.74
S -0.04 -21.00 16.78 1.29
O 5.11 -19.31 19.96 -0.93
O 7.32 -19.07 18.78 -0.77
O 3.80 -16.14 16.49 -0.84
H 0.70 -21.09 19.37 0.47
H 6.83 -18.08 17.25 0.32
N 1.69 -14.41 18.62 -0.29
H 2.39 -17.63 18.87 0.21
O 0.69 -21.72 17.80 -1.03
H -1.25 -17.23 17.14 0.38
H -0.41 -17.43 18.63 0.06
H 5.98 -16.99 16.57 0.40
S 0.51 -16.33 20.62 1.28
S 4.65 -14.96 16.66 1.43
H 2.60 -14.24 18.13 0.39
O 1.23 -16.69 19.37 -0.55
H -0.58 -18.67 17.45 0.01
O -0.85 -15.88 20.34 -0.81
O 1.24 -16.46 15.91 -0.73
O 0.49 -17.48 21.52 -0.75
H 2.66 -22.52 17.10 0.32
H -1.91 -18.14 18.36 0.41
H -0.39 -20.24 20.02 0.21
H 4.00 -16.38 13.32 0.30
S 4.99 -18.44 21.14 1.10
H 2.18 -16.23 16.04 0.43
```

Output
- Total charge: -5
- Calculated total energy: -3426.40902 hartree
- HOMO: 5.8291 eV

# 2
A molecular structure, C16H22N4O2S, computed with wB97M-V/def2-TZVPD.

The geometry in XYZ format:
```
45
Properties=species:S:1:pos:R:3:mulliken_charge:R:1
H 2.25 0.09 -4.60 0.39
H 4.40 0.29 2.88 0.25
C -2.29 0.60 0.78 -0.06
C 1.32 0.23 3.77 -0.47
N -1.06 -2.44 -0.35 -0.62
C 1.69 -0.80 -1.66 -0.70
H -1.58 -1.04 -3.03 0.27
C 2.13 -1.10 0.84 -0.05
H 1.32 -0.96 1.56 0.01
N 1.55 1.46 -2.12 -0.61
C -2.52 -0.27 -0.47 2.56
N 3.47 0.09 2.54 -0.12
H -3.18 -0.33 -3.29 0.40
H -0.63 -0.27 4.25 0.37
N -1.19 0.30 1.51 0.13
C 1.89 -0.31 -0.41 0.61
H 0.86 -0.94 -4.27 0.33
H -1.73 0.53 -3.80 0.38
H 2.15 -2.15 0.58 0.49
H -0.57 -0.42 1.16 -0.11
C -4.01 -0.64 -0.57 -1.96
C 1.51 0.25 -2.61 0.66
C 2.38 0.96 2.98 -0.28
H -4.59 0.28 -0.61 0.38
H -4.20 -1.24 -1.45 0.46
O 4.49 -1.32 1.11 -0.65
H 2.84 1.72 3.62 0.44
C -0.70 1.16 2.58 -0.70
C 1.30 0.04 -4.08 -1.44
H 1.95 1.50 2.14 -0.13
S 1.82 1.40 -0.50 0.02
C 3.47 -0.79 1.50 -0.03
C -1.71 -1.50 -0.42 -0.49
H 0.65 0.81 -4.49 0.32
C -2.05 0.59 -1.67 -0.50
H -1.01 0.89 -1.49 0.14
H 1.71 -0.43 4.54 0.36
H 1.66 -1.85 -1.90 0.40
C -2.14 -0.11 -3.02 -1.32
H -0.06 1.94 2.17 0.29
H -2.66 1.49 -1.66 0.48
H -4.32 -1.20 0.31 0.46
H -1.57 1.66 3.01 0.50
O -3.05 1.50 1.04 -0.67
C 0.01 0.33 3.61 -0.19
```

Output
- Total charge: 0
- Calculated total energy: -1390.60339 hartree
- HOMO: -9.5180 eV

# 3
A molecular structure, C4H7N2P at a distorted geometry, computed with wB97M-V/def2-TZVPD.

The geometry in XYZ format:
```
14
Properties=species:S:1:pos:R:3:mulliken_charge:R:1
P -1.29 -0.77 -1.02 0.09
C 0.54 0.51 0.97 -0.41
H -1.77 1.74 -1.09 0.58
C -1.17 1.06 -0.73 -0.75
N 1.00 -0.91 -0.88 -0.43
H 0.76 0.01 -1.34 0.33
H 1.78 -1.34 0.87 0.38
N -1.50 -1.05 0.50 -0.49
H 1.77 -1.41 -1.29 0.23
C -0.27 1.46 0.20 -0.06
H -0.16 2.58 0.53 0.26
H 0.73 0.64 2.00 0.36
H -1.64 -2.01 0.82 0.22
C 1.23 -0.53 0.46 -0.30
```

Output
- Total charge: 0
- Calculated total energy: -607.35973 hartree
- HOMO: -8.2327 eV